6
Properties=species:S:1:pos:R:3:forces:R:3:nbo_charge:R:1 method="wB97M-V/def2-TZVPD" homo_ev=-9.968 relative_energy_kj_mol=389.8 largest_force_ev_per_a=3.01 homo_lumo_gap_ev=8.81 charge=0 total_energy_ha=-190.5140
C -0.971 -0.008 -0.101 2.42 0.43 0.61 -0.134
C -1.895 0.889 0.034 0.65 -0.51 -0.31 0.104
C 0.660 -0.109 0.006 -1.26 1.70 -2.14 0.040
O -0.240 -1.162 0.038 -0.04 -0.61 -0.38 -0.408
H 1.348 0.165 -0.882 -1.78 -1.02 0.92 0.207
H 1.098 0.225 0.906 0.00 0.01 1.30 0.190